Arrangement i

{"formula": "C2H10N4", "method": "the ωB97M-V functional and the def2-TZVPD basis", "total_charge": 0, "lumo_ev": 0.886, "homo_energy_ha": -0.2682, "symbols": ["N", "N", "N", "N", "C", "C", "H", "H", "H", "H", "H", "H", "H", "H", "H", "H"], "coordinates": [[-0.42, -0.85, -2.28], [-1.30, -0.29, -1.25], [-0.91, -0.83, 0.00], [0.01, 0.35, 0.45], [1.45, 0.05, 0.46], [-0.48, 0.93, 1.71], [-0.15, -0.11, -2.92], [2.02, 0.96, 0.66], [1.68, -0.69, 1.24], [-0.35, 0.22, 2.54], [1.71, -0.36, -0.51], [-0.53, 0.74, -0.63], [0.08, 1.84, 1.93], [-0.99, -1.49, -2.84], [-1.53, 1.16, 1.60], [-0.29, -1.63, -0.15]], "mulliken_charge": [-0.48, -0.53, -0.41, -0.02, -0.91, -0.81, 0.22, 0.32, 0.34, 0.30, 0.35, 0.42, 0.34, 0.24, 0.30, 0.32]}



Arrangement ii

{"formula": "C2H10N4", "method": "the ωB97M-V functional and the def2-TZVPD basis", "total_charge": 0, "lumo_ev": 0.890, "smiles": "[H]/N=C/N.NCN", "homo_energy_ha": -0.3367, "symbols": ["N", "N", "N", "N", "C", "C", "H", "H", "H", "H", "H", "H", "H", "H", "H", "H"], "coordinates": [[2.38, -0.72, -1.93], [-1.47, -0.03, 2.04], [0.16, -1.58, -1.54], [-1.91, 2.23, 1.88], [1.15, -0.63, -1.07], [-1.04, 1.17, 2.02], [1.45, -0.91, -0.04], [-0.77, -0.71, 2.29], [0.02, 1.36, 2.18], [-0.56, -1.10, -2.07], [-1.71, 3.03, 1.31], [2.10, -0.38, -2.84], [-2.79, 1.73, 1.87], [2.46, -1.73, -1.98], [0.88, 0.43, -1.21], [-0.36, -2.17, -0.91]], "mulliken_charge": [-0.62, -0.72, -0.57, -0.47, -0.24, 0.06, 0.26, 0.25, 0.36, 0.20, 0.23, 0.24, 0.30, 0.27, 0.23, 0.23]}



Arrangement iii

{"formula": "C2H10N4", "method": "the ωB97M-V functional and the def2-TZVPD basis", "total_charge": 0, "lumo_ev": 1.068, "smiles": "[H]/N=C/N.NCN", "homo_energy_ha": -0.3237, "symbols": ["N", "N", "N", "N", "C", "C", "H", "H", "H", "H", "H", "H", "H", "H", "H", "H"], "coordinates": [[-1.03, -1.24, 1.37], [1.60, -0.46, -0.16], [-1.27, 1.14, 1.01], [0.96, 0.41, -2.22], [-1.86, -0.13, 0.81], [1.84, 0.23, -1.30], [-0.43, -0.90, 2.11], [0.63, -0.66, 0.05], [2.26, -0.80, 0.49], [-1.60, -1.93, 1.85], [-0.81, 1.59, 0.24], [1.21, 1.24, -2.75], [-2.04, -0.35, -0.24], [-2.83, -0.20, 1.33], [-1.13, 1.54, 1.92], [2.71, 0.89, -1.37]], "mulliken_charge": [-0.63, -0.34, -0.41, -0.64, -0.43, 0.02, 0.19, 0.30, 0.18, 0.24, 0.19, 0.23, 0.30, 0.30, 0.17, 0.33]}



Which one is most stable, and which one is least stable? arrangement iii is the most stable of them, while arrangement i is the least stable.



Arrangement i

{"formula": "C3H8NS", "method": "the ωB97M-V functional and the def2-TZVPD basis", "total_charge": 0, "lumo_ev": [1.132, -1.844], "homo_energy_ha": [-0.3168, -0.3155], "multiplicity": 2, "symbols": ["S", "N", "C", "C", "C", "H", "H", "H", "H", "H", "H", "H", "H"], "coordinates": [[1.72, -0.35, -1.26], [-1.35, 0.12, 1.11], [-1.58, 1.43, 1.63], [-0.82, 0.01, -0.20], [0.37, -1.02, -0.31], [0.69, -1.35, 0.68], [-1.01, -0.57, 1.76], [-0.73, 2.10, 1.49], [-0.03, -1.85, -0.88], [-2.49, 1.87, 1.23], [-0.40, 0.98, -0.50], [-1.70, 1.50, 2.72], [-1.47, -0.24, -1.01]], "mulliken_spin": [0.97, 0.01, -0.01, 0.08, -0.06, -0.01, 0.00, 0.00, 0.04, 0.00, -0.02, 0.00, -0.01]}



Arrangement ii

{"formula": "C3H8NS", "method": "the ωB97M-V functional and the def2-TZVPD basis", "total_charge": 0, "lumo_ev": [0.862, -1.944], "homo_energy_ha": [-0.3497, -0.3358], "multiplicity": 2, "symbols": ["S", "N", "C", "C", "C", "H", "H", "H", "H", "H", "H", "H", "H"], "coordinates": [[-2.07, 0.58, 0.84], [1.62, -0.07, -1.15], [-1.90, -1.07, 1.57], [0.40, -0.44, -1.20], [1.77, 1.32, -0.74], [1.57, 2.12, -1.47], [-2.58, -1.87, 1.26], [-0.43, 0.26, -1.20], [0.22, -1.51, -1.25], [-0.97, -1.38, 1.07], [1.22, 1.53, 0.18], [2.82, 1.55, -0.53], [-1.69, -1.02, 2.63]], "mulliken_spin": [0.95, 0.01, -0.04, 0.01, 0.00, 0.00, 0.01, 0.00, 0.00, 0.05, 0.00, 0.00, 0.01]}



Which one is most stable, and which one is least stable? arrangement i is the most stable of them, while arrangement ii is the least stable.



Arrangement i

{"formula": "C5H13N3O2", "method": "the ωB97M-V functional and the def2-TZVPD basis", "total_charge": 0, "lumo_ev": 0.870, "smiles": "[H]/N=C1/CCCO1.[H]/N=C\\N.O", "homo_energy_ha": -0.3186, "symbols": ["O", "O", "N", "N", "N", "C", "C", "C", "C", "C", "H", "H", "H", "H", "H", "H", "H", "H", "H", "H", "H", "H", "H"], "coordinates": [[0.64, 0.89, 1.77], [-1.20, -2.42, 1.95], [-1.15, -2.73, -3.52], [1.92, 0.18, -0.01], [0.02, -2.56, -1.53], [-0.27, 2.07, 1.81], [-1.28, 1.75, 0.77], [-0.39, 1.07, -0.33], [0.84, 0.61, 0.50], [-0.27, -2.20, -2.64], [-1.32, -2.46, -4.45], [2.84, -0.08, 0.18], [-1.86, 2.61, 0.53], [0.15, -1.22, -2.96], [0.38, 2.95, 1.70], [-0.27, -3.58, -1.42], [-0.87, 0.12, -0.77], [-1.15, -3.34, 2.21], [-0.65, -2.23, 0.92], [-1.97, 1.03, 1.19], [-0.35, 1.74, -1.12], [-1.39, -3.78, -3.41], [-0.77, 2.26, 2.71]], "mulliken_charge": [-0.36, -0.68, -0.45, -0.58, -0.47, -0.50, -0.53, -0.18, 0.32, 0.07, 0.20, 0.19, 0.39, 0.33, 0.29, 0.14, 0.01, 0.29, 0.38, 0.22, 0.35, 0.21, 0.35]}



Arrangement ii

{"formula": "C5H13N3O2", "method": "the ωB97M-V functional and the def2-TZVPD basis", "total_charge": 0, "lumo_ev": 0.807, "smiles": "[H]/N=C\\C(N)(N)[C@](C)(O)OC", "homo_energy_ha": -0.3137, "symbols": ["O", "O", "N", "N", "N", "C", "C", "C", "C", "C", "H", "H", "H", "H", "H", "H", "H", "H", "H", "H", "H", "H", "H"], "coordinates": [[1.36, 0.58, 0.16], [-0.83, 1.51, -0.85], [-1.48, -0.96, -1.01], [-1.35, -1.28, 1.30], [1.15, -1.97, -1.09], [0.81, -1.28, -0.02], [-0.57, 1.59, 1.52], [-0.68, -0.67, 0.17], [-0.38, 0.83, 0.24], [2.04, 1.10, -0.98], [-0.91, -1.00, 2.18], [-0.20, 2.61, 1.40], [-2.44, -1.07, -0.70], [-1.22, 0.79, -1.42], [2.84, 1.75, -0.62], [2.49, 0.31, -1.58], [1.21, -1.63, 0.94], [1.44, 1.71, -1.66], [-1.23, -2.29, 1.25], [-0.02, 1.12, 2.33], [0.79, -1.51, -1.93], [-1.63, 1.64, 1.77], [-1.18, -1.87, -1.38]], "mulliken_charge": [-0.41, -0.61, -0.83, -0.77, -0.88, -0.05, -1.76, 1.05, 0.71, -0.78, 0.25, 0.39, 0.23, 0.54, 0.27, 0.34, 0.36, 0.30, 0.26, 0.40, 0.29, 0.38, 0.32]}



Arrangement iii

{"formula": "C5H13N3O2", "method": "the ωB97M-V functional and the def2-TZVPD basis", "total_charge": 0, "lumo_ev": 0.653, "smiles": "[H]/N=C(/N)NC.CCC(=O)O", "homo_energy_ha": -0.3349, "symbols": ["O", "O", "N", "N", "N", "C", "C", "C", "C", "C", "H", "H", "H", "H", "H", "H", "H", "H", "H", "H", "H", "H", "H"], "coordinates": [[-2.86, -1.59, -0.76], [-1.36, -0.79, -2.20], [2.08, 0.57, 0.52], [1.56, 1.02, -1.71], [1.62, -1.22, -1.18], [-2.12, -0.69, -1.07], [1.23, 0.06, 1.62], [-1.77, 0.43, -0.15], [1.86, 0.13, -0.84], [-1.71, -0.06, 1.32], [0.52, 0.94, 1.67], [-0.82, 0.00, -2.25], [0.70, -0.89, 1.52], [-2.71, -0.08, 1.73], [-1.12, -0.85, 1.74], [1.06, -1.24, -1.99], [-0.81, 0.89, -0.45], [1.74, 0.28, 2.58], [3.02, 0.82, 0.75], [-1.28, 0.90, 1.73], [2.26, -1.96, -1.00], [-2.43, 1.35, -0.28], [1.34, 1.96, -1.28]], "mulliken_charge": [-0.55, -0.55, -0.20, -0.70, -0.27, 0.55, -0.75, 0.44, 0.30, -1.38, 0.11, 0.36, 0.30, 0.36, 0.31, 0.22, -0.26, 0.35, 0.23, 0.40, 0.19, 0.29, 0.26]}



Which one is most stable, and which one is least stable? arrangement iii is the most stable of them, while arrangement i is the least stable.



Arrangement i

{"formula": "C4H8N2", "method": "the ωB97M-V functional and the def2-TZVPD basis", "total_charge": 0, "lumo_ev": [0.982, -3.883], "homo_energy_ha": [-0.2136, -0.4062], "multiplicity": 3, "symbols": ["N", "N", "C", "C", "C", "C", "H", "H", "H", "H", "H", "H", "H", "H"], "coordinates": [[-3.60, -0.10, 0.01], [0.44, 0.09, -1.52], [0.56, -1.25, 0.46], [0.32, 0.08, -0.15], [-2.48, 0.05, -0.16], [0.57, 1.26, 0.75], [0.14, 0.94, -1.91], [0.29, 2.18, 0.21], [0.08, 1.15, 1.61], [1.59, 1.10, 0.81], [0.80, -2.04, -0.25], [1.31, -1.18, 1.11], [0.26, -0.72, -2.02], [-0.27, -1.57, 1.05]], "mulliken_spin": [0.06, 0.24, 0.05, 0.70, 0.85, 0.06, 0.00, 0.01, 0.02, -0.01, 0.00, 0.01, 0.00, 0.02]}



Arrangement ii

{"formula": "C4H8N2", "method": "the ωB97M-V functional and the def2-TZVPD basis", "total_charge": 0, "lumo_ev": [1.044, -0.983], "homo_energy_ha": [-0.3173, -0.3684], "multiplicity": 3, "symbols": ["N", "N", "C", "C", "C", "C", "H", "H", "H", "H", "H", "H", "H", "H"], "coordinates": [[1.82, -0.83, -0.41], [-0.76, -1.49, -0.09], [-2.73, -0.14, 0.07], [1.95, 0.54, -0.58], [-1.30, -0.39, -0.04], [2.17, -0.04, 0.76], [-2.84, 0.48, -0.84], [0.99, 1.25, -0.92], [-2.82, 0.52, 0.89], [-0.67, 0.54, -0.31], [2.69, 0.67, -1.34], [-3.09, -1.23, 0.13], [3.11, -0.11, 1.17], [1.47, 0.22, 1.51]], "mulliken_spin": [0.88, 0.90, 0.12, -0.04, -0.06, 0.00, -0.01, 0.07, -0.01, 0.08, 0.05, -0.02, 0.03, 0.02]}



Which one is most stable, and which one is least stable? arrangement i is the most stable of them, while arrangement ii is the least stable.



Arrangement i

{"formula": "C5H14O", "method": "the ωB97M-V functional and the def2-TZVPD basis", "total_charge": 0, "lumo_ev": 0.884, "smiles": "CCC.CCO", "homo_energy_ha": -0.3739, "symbols": ["O", "C", "C", "C", "C", "C", "H", "H", "H", "H", "H", "H", "H", "H", "H", "H", "H", "H", "H", "H"], "coordinates": [[0.88, 2.30, 1.84], [0.74, 0.92, 1.49], [-0.73, -1.70, -0.94], [0.33, 0.10, 2.69], [-0.03, -0.90, -2.04], [-0.56, 0.54, -2.02], [-0.43, -1.32, 0.04], [-0.21, 1.11, -1.16], [0.09, 0.73, 0.64], [1.74, 0.59, 1.20], [1.08, 2.82, 1.05], [1.04, -0.87, -1.88], [-0.41, 0.64, 3.29], [1.14, -0.33, 3.27], [-1.80, -1.56, -1.07], [-0.23, -1.29, -3.04], [-0.22, 1.15, -2.86], [-0.28, -0.74, 2.32], [-1.64, 0.58, -1.93], [-0.49, -2.76, -0.89]], "mulliken_charge": [-0.56, 0.33, -0.68, -1.07, -0.15, -1.02, -0.08, 0.23, -0.24, 0.26, 0.31, 0.24, 0.32, 0.26, 0.28, 0.29, 0.34, 0.30, 0.29, 0.34]}



Arrangement ii

{"formula": "C5H14O", "method": "the ωB97M-V functional and the def2-TZVPD basis", "total_charge": 0, "lumo_ev": 0.992, "smiles": "CC(C)O.CC", "homo_energy_ha": -0.3759, "symbols": ["O", "C", "C", "C", "C", "C", "H", "H", "H", "H", "H", "H", "H", "H", "H", "H", "H", "H", "H", "H"], "coordinates": [[0.64, -1.17, -2.70], [0.23, -1.00, -1.32], [-0.58, 2.42, 1.05], [1.30, -0.22, -0.59], [-0.01, -2.38, -0.71], [-1.20, 1.41, 2.00], [-0.67, -0.41, -1.40], [-2.23, 1.64, 2.27], [2.18, -0.84, -0.39], [-0.92, -2.47, -0.11], [1.41, -1.76, -2.70], [-1.25, 0.41, 1.58], [-0.77, 3.43, 1.39], [-0.07, -3.09, -1.53], [1.54, 0.69, -1.14], [-0.68, 1.34, 2.97], [0.78, -2.67, -0.02], [0.91, 0.12, 0.37], [0.49, 2.26, 0.89], [-1.09, 2.30, 0.09]], "mulliken_charge": [-0.59, 0.45, -0.74, -1.14, -1.28, -0.81, 0.28, 0.35, 0.42, 0.33, 0.32, 0.18, 0.34, 0.39, 0.32, 0.27, 0.31, 0.16, 0.22, 0.22]}



Which one is most stable, and which one is least stable? arrangement ii is the most stable of them, while arrangement i is the least stable.